No. 1
Entry from OMol25: a gas-phase ion, C3H4NS (charge +1) at a distorted geometry (ωB97M-V with the def2-TZVPD basis set).

The charge is +1. The max |F| is 0.07402 Eh/bohr. The HOMO-LUMO gap (alpha / beta) comes out at 7.35 / 7.35 eV.

```
9
Properties=species:S:1:pos:R:3:forces:R:3:nbo_charge:R:1
C 0.0546 -1.2293 -0.0279 1.19 -0.90 -1.22 0.1295
C 1.4800 -1.0052 0.0488 0.92 1.20 0.51 -0.2487
C -0.0788 1.0396 -0.0652 1.38 3.50 -0.57 -0.4008
N -0.6934 -0.1840 0.1066 -0.91 -1.75 0.97 -0.4279
S 1.7957 0.6332 0.0479 -2.25 -1.82 -1.20 0.6347
H -0.3076 -2.2028 -0.3533 -0.45 0.07 0.75 0.2635
H -0.5593 1.5325 -1.0236 1.25 -0.50 1.95 0.3040
H -0.0384 1.6982 0.8277 -0.92 -0.08 -0.51 0.2777
H -1.6530 -0.2823 0.4390 -0.21 0.28 -0.69 0.4681
```
Forces are in eV/Å.

No. 2
Entry from OMol25: 2 unconnected molecules or ions with the total composition C5H6N2O2 at a distorted geometry (ωB97M-V with the def2-TZVPD basis set).

The max |F| is 0.08402 Eh/bohr. The HOMO-LUMO gap comes out at 8.86 eV.

```
15
Properties=species:S:1:pos:R:3:forces:R:3:nbo_charge:R:1
H 0.3629 2.1397 0.7426 0.35 0.68 0.42 0.3493
N -0.6010 1.9545 0.5115 -0.42 -1.26 -1.95 -0.4705
C -0.5750 1.4401 -0.6785 2.65 1.00 2.50 0.0756
C 0.7064 1.3086 -1.3668 -0.20 0.67 -0.19 0.2131
N 1.7579 1.3750 -1.8223 0.01 -0.08 -0.10 -0.2545
C -1.7361 0.8307 -1.2529 -3.49 -0.69 -0.82 0.3856
O -2.2830 1.2369 -2.2568 0.74 -0.62 0.77 -0.4508
H -2.1888 0.0074 -0.6010 0.43 0.64 -0.76 0.1419
C 0.2549 -1.6477 1.7964 0.50 -0.38 -2.31 -0.4975
C 0.9876 -1.0487 0.7939 -1.97 -2.10 3.22 0.1381
O 0.8755 -1.2060 -0.5361 0.13 1.15 -0.53 -0.7155
H 0.4294 -1.5362 2.8530 0.41 0.63 -0.02 0.2146
H -0.4938 -2.4399 1.6132 0.39 0.57 -0.33 0.1930
H 1.7116 -0.3447 1.1188 0.71 0.76 -0.28 0.1731
H 0.7916 -2.0697 -0.9150 -0.26 -0.96 0.40 0.5046
```
Forces are in eV/Å.

No. 3
Entry from OMol25: 4 unconnected molecules or ions with the total composition C18H44N3O6P at a distorted geometry (ωB97M-V with the def2-TZVPD basis set).

The max |F| is 0.03173 Eh/bohr. The HOMO-LUMO gap comes out at 8.63 eV.

```
72
Properties=species:S:1:pos:R:3:forces:R:3:mulliken_charge:R:1
C -2.5904 0.6527 -0.4027 0.34 0.53 0.83 -1.4031
C -1.3206 0.6578 0.5341 -1.48 0.59 -0.29 0.1886
C -0.6424 2.0634 0.5956 -0.16 -0.35 0.09 0.6727
C -1.6739 3.2454 0.4349 0.43 -0.80 0.76 -1.6266
P 0.8148 2.3065 -0.5549 -0.77 1.43 0.08 0.7496
C 1.5083 3.8065 0.4687 0.03 0.71 -0.18 -0.8771
O 2.8852 3.6210 0.8087 -0.47 -0.12 0.64 -0.4524
C 3.0303 2.7632 1.9528 0.40 -0.38 -1.02 -0.4843
O 0.3055 1.0515 -1.6456 0.95 -0.35 -0.04 -0.3968
C 1.3640 0.2280 -2.0881 -0.13 -1.19 0.05 -1.1095
C 1.7488 -0.8899 -1.0402 0.28 0.00 -0.19 1.0425
C 1.1689 -2.2644 -1.4215 0.19 -0.09 0.21 -1.4440
O 3.1824 -1.0589 -0.9993 -0.64 -0.05 -0.20 -0.6174
H -2.9378 -0.3643 -0.6403 0.27 0.39 -0.14 0.3837
H -2.4589 1.2941 -1.2906 0.04 -0.73 0.09 0.2652
H -3.3907 1.1380 0.1926 0.20 -0.35 -0.46 0.3363
H -1.7207 0.4690 1.5398 0.34 0.03 -0.34 0.7335
H -0.6354 -0.1713 0.3218 -0.11 0.50 -0.07 -0.7977
H -0.2495 2.1740 1.6284 0.11 -0.10 -0.62 0.2908
H -2.0172 3.3531 -0.6045 0.08 0.16 0.49 0.2595
H -1.2826 4.1878 0.8489 -0.07 -0.31 -0.57 0.4461
H -2.5183 2.9733 1.0988 0.20 0.27 -0.53 0.3886
H 0.6430 3.2389 -1.6367 -0.05 -0.50 0.28 -0.1563
H 2.1084 1.7244 -0.4001 -0.27 -0.10 -0.03 -0.1654
H 0.8845 4.0505 1.3566 0.47 -0.19 -0.20 0.5477
H 1.4787 4.7180 -0.1682 0.06 -0.53 0.25 0.3386
H 3.6705 1.9169 1.6239 -0.32 0.28 0.44 0.2044
H 3.5541 3.2858 2.7686 -0.45 -0.09 -0.17 0.2625
H 2.0408 2.3679 2.2353 0.49 0.13 0.32 0.1948
H 2.2845 0.7832 -2.3571 -0.32 -0.02 0.21 0.3736
H 1.0591 -0.3194 -3.0033 -0.04 0.53 0.29 0.3716
H 1.4647 -0.5651 -0.0163 -0.36 -0.22 -0.56 0.2064
H 0.0848 -2.2363 -1.6270 0.39 0.18 0.13 0.3830
H 1.6835 -2.6141 -2.3376 -0.25 0.23 0.36 0.4622
H 1.3714 -3.0257 -0.6404 -0.05 0.45 -0.30 0.0671
H 3.4823 -0.2296 -0.6263 0.53 0.16 0.07 0.3787
C 0.3303 -4.1807 2.3421 0.06 0.30 -0.52 -0.8994
N -0.0769 -2.7908 2.2376 -0.12 0.09 0.45 -0.0304
C -0.3199 -1.9038 3.2367 -0.05 0.11 -0.26 0.8955
C -0.1569 -2.3886 4.6561 -0.02 0.06 0.06 -1.4675
O -0.6570 -0.7590 2.9700 0.19 -0.15 0.46 -0.5795
H 1.2824 -4.3039 1.8242 -0.05 -0.25 0.14 0.3474
H -0.4263 -4.8012 1.8529 0.05 -0.18 0.14 0.1820
H 0.4381 -4.4971 3.3747 -0.06 0.09 0.01 0.4210
H -0.2045 -2.4002 1.3167 0.06 -0.02 -0.03 0.0707
H -0.3833 -1.5744 5.3396 -0.02 0.04 -0.13 0.3233
H -0.8449 -3.2116 4.8555 0.13 -0.08 0.04 0.3686
H 0.8706 -2.7121 4.8286 -0.07 -0.13 0.04 0.3734
C 1.0870 -7.6345 -1.4661 -0.35 0.34 0.20 -0.9632
N 1.4560 -6.5428 -0.5845 0.35 -0.09 0.00 -0.0718
C 2.6964 -6.2041 -0.1399 -0.04 0.18 0.10 0.9367
C 3.8553 -7.0499 -0.6036 0.08 0.02 0.03 -1.4873
O 2.8474 -5.2482 0.6053 0.09 -0.09 -0.08 -0.6582
H 0.5991 -7.2247 -2.3523 0.02 -0.19 -0.09 0.2901
H 0.3849 -8.2885 -0.9457 0.03 -0.14 -0.16 0.2971
H 1.9512 -8.2142 -1.7729 0.03 0.06 0.05 0.3856
H 0.7267 -5.9394 -0.2395 -0.04 -0.01 -0.04 0.1669
H 4.7745 -6.6630 -0.1720 -0.11 0.08 0.04 0.3050
H 3.7245 -8.0822 -0.2756 0.02 -0.03 -0.15 0.3791
H 3.9389 -7.0118 -1.6906 0.00 -0.15 0.01 0.3719
C -3.4906 6.2454 -3.5122 0.52 -0.10 0.07 -0.8822
N -2.8685 6.1154 -2.2082 -0.31 0.03 0.13 -0.1292
C -3.4582 6.1876 -0.9839 0.21 -0.03 0.13 0.9028
C -4.9461 6.4329 -0.9420 -0.05 -0.01 0.06 -1.4116
O -2.7924 6.0554 0.0290 -0.09 0.11 0.02 -0.6167
H -3.3201 5.3284 -4.0792 -0.15 0.07 -0.14 0.2858
H -3.0300 7.0807 -4.0430 -0.16 -0.02 -0.15 0.2953
H -4.5585 6.4205 -3.4335 0.03 -0.01 0.08 0.3284
H -1.8752 5.9499 -2.1658 0.01 0.00 -0.03 0.2031
H -5.2733 6.4649 0.0938 0.14 -0.02 -0.01 0.3174
H -5.1847 7.3883 -1.4118 -0.10 -0.08 -0.08 0.3749
H -5.4764 5.6253 -1.4492 -0.07 0.11 -0.08 0.3582
```
Forces are in eV/Å.

ΔE to the lowest compared entry with this formula, charge and spin, record by record: 2.580, 3.616, 0.000 eV
Electronic energy, record by record: -569.25271, -454.00131, -1669.22874 a.u.
Molecular weight, record by record: 86.14, 126.11, 429.54 g/mol